[1]
Below is C37H46AlBBeCl2F11Li2N5O6 as an isolated structure in a non-equilibrium geometry, with properties calculated with the ωB97M-V functional and the def2-TZVPD basis.

XYZ file:
```
112
Properties=species:S:1:pos:R:3:mulliken_charge:R:1
O -3.234 3.352 5.301 -0.477
C 0.591 1.345 1.691 0.584
H -0.602 -7.400 -7.751 0.173
H 2.992 4.150 4.275 0.261
H 2.290 -1.221 4.398 0.289
C 0.555 -1.060 1.679 0.742
H -0.900 1.132 -3.373 0.334
H -5.558 -0.576 -5.546 0.363
H -5.560 -1.713 -7.760 0.367
H -3.677 -0.327 -0.222 0.121
Cl 0.657 -2.529 2.693 -0.234
C 1.992 4.388 4.717 -0.111
C 1.993 -0.239 4.788 -0.186
O 1.278 -7.587 -6.844 -0.722
C -0.297 5.060 4.560 0.899
H -3.293 1.399 3.921 0.203
C -4.756 -1.883 -7.057 -0.658
H -4.844 0.904 4.665 0.366
N -3.802 -1.418 -4.906 -0.149
H 2.949 -3.523 -3.552 0.093
H 2.783 0.473 4.510 0.339
C -2.701 -2.917 -6.424 -0.840
C -3.281 0.264 -2.282 -0.237
C 0.477 -2.390 -0.659 0.528
H 0.683 4.521 -0.241 0.864
N 0.549 2.464 -0.425 -0.168
O -0.432 0.528 4.686 -0.653
H -2.036 -2.353 -4.455 0.368
O 5.048 5.300 1.402 -0.572
H -1.340 6.153 2.969 0.397
F 3.598 6.934 3.489 -0.354
H -0.178 -9.026 -7.289 0.256
H -0.762 -6.737 -5.337 0.079
Cl 2.806 4.141 -0.789 -0.369
C 1.886 4.317 6.086 -1.287
C 0.912 4.763 3.914 1.962
H 2.730 4.052 6.710 0.464
H 2.595 -5.323 -6.829 0.383
C 2.366 -4.642 -6.012 -1.055
H -1.220 0.240 4.212 0.057
H -2.075 4.578 3.491 0.267
N -3.780 2.356 5.725 0.955
H -3.301 1.211 -2.836 0.367
H 0.639 4.595 7.806 0.468
H -3.667 -3.245 -8.314 0.403
H -1.862 -3.569 -6.622 0.468
Li 2.792 0.125 1.160 0.914
H 4.199 -2.394 -4.090 0.371
H -3.371 1.439 -0.442 0.296
B 0.691 0.158 3.998 1.096
C 0.457 0.082 -0.432 1.631
H 1.275 -1.309 6.546 0.331
C 0.600 0.119 2.392 -0.960
H -4.896 0.704 -0.947 0.476
H 1.936 5.288 2.068 0.498
C -3.704 -2.733 -7.361 -0.211
O -4.316 2.245 6.803 -0.537
C 0.367 0.215 -1.926 -1.423
H -3.295 0.357 5.383 0.209
F 4.080 6.408 6.173 -0.385
H -2.159 6.054 4.497 0.510
H 1.264 0.487 6.684 0.244
C -4.755 -1.252 -5.823 -0.159
H 0.449 -0.717 -2.469 0.310
H -0.331 -8.395 -4.866 0.271
F 0.528 -4.609 -1.266 -0.234
C 3.603 -3.862 -5.584 -0.586
H -1.819 -8.089 -5.776 0.403
Li -2.032 -3.273 2.738 0.712
H 1.577 -3.972 -6.360 0.282
H 0.247 5.666 2.041 0.705
C 0.696 4.626 6.727 -0.978
C 0.478 -1.143 0.250 -0.690
H -3.949 -0.426 -2.809 0.317
C 2.271 -1.960 -4.761 0.366
C 0.471 -3.854 -0.146 0.131
H -1.350 1.577 -1.655 0.471
C -1.549 5.481 3.800 -1.956
F 1.552 -4.222 0.544 -0.276
H 5.310 4.589 0.796 0.215
C 0.670 3.577 0.278 -2.450
F 1.600 -2.310 -1.418 -0.269
F 6.211 6.651 4.424 -0.372
C 3.303 -2.935 -4.401 -0.172
C -0.881 -4.345 0.518 0.750
C -1.001 0.802 -2.335 -0.733
C 0.001 -7.962 -6.995 -0.337
F 4.771 8.894 5.128 -0.385
Al 4.679 7.242 4.806 0.538
C -3.803 1.155 4.848 -0.683
H 3.982 -3.281 -6.428 0.333
C -0.769 -7.783 -5.657 -0.875
N 1.459 -1.203 -5.055 -0.546
Be 3.085 4.137 2.409 0.670
F -1.586 -5.064 -0.315 -0.206
C -2.798 -2.239 -5.219 -0.012
F -0.608 -5.123 1.568 -0.270
C -3.818 0.540 -0.876 -1.168
O -1.962 -0.253 -2.310 -0.138
F -0.612 -2.355 -1.447 -0.240
C 1.800 -0.384 6.308 -1.317
H -1.312 5.245 6.441 0.426
N 0.701 2.489 2.452 0.446
H 1.108 0.905 -2.333 0.670
C 0.524 1.326 0.291 -0.702
H 2.774 -0.432 6.797 0.387
F -1.710 -3.306 0.896 -0.282
C 0.933 4.911 2.413 -1.960
C -0.385 4.984 5.943 -0.725
C 0.748 3.558 1.707 1.318
H 1.971 -5.240 -5.190 0.258
H 4.393 -4.559 -5.299 0.333
```

Results
spin multiplicity = 1
charge = 0
LUMO energy = -3.784 eV
energy above the lowest of the compared OMol25 structures with the same formula, charge and spin = 0.00 kcal per mole

[2]
Below is a 3-piece molecular cluster, C7H12 overall in a non-equilibrium geometry, with properties calculated with the ωB97M-V functional and the def2-TZVPD basis.

XYZ file:
```
19
Properties=species:S:1:pos:R:3:mulliken_charge:R:1
C 2.291 -0.658 0.424 -1.477
H 1.629 0.862 -1.974 0.406
H -0.600 -1.426 0.610 0.030
H -0.963 0.823 -2.309 0.372
H -0.224 0.140 1.940 0.380
C 1.260 0.454 0.248 0.551
H -2.876 -0.229 1.021 0.363
C -0.440 0.705 -1.366 -0.592
H 1.686 1.383 0.677 0.288
H 3.237 -0.416 -0.071 0.399
C -2.387 -0.325 0.040 -1.203
H -1.651 -1.586 0.243 0.221
H 1.897 -1.587 0.001 0.360
H 2.496 -0.828 1.486 0.337
C -0.098 0.066 0.859 -1.079
C -1.163 0.513 -0.056 0.747
H -3.108 -0.100 -0.775 0.363
C 0.884 0.710 -1.195 -0.653
H -1.845 1.355 0.219 0.185
```

Results
spin multiplicity = 1
charge = 0
LUMO energy = 1.216 eV
energy above the lowest of the compared OMol25 structures with the same formula, charge and spin = 95.44 kcal per mole

[3]
Below is one molecule with the formula C9H8S in a non-equilibrium geometry, with properties calculated with the ωB97M-V functional and the def2-TZVPD basis.

XYZ file:
```
18
Properties=species:S:1:pos:R:3:mulliken_charge:R:1
C -0.441 0.326 -2.931 -0.199
H 1.449 2.508 0.276 0.298
H 0.390 2.076 -1.248 0.217
C 0.618 0.391 1.595 -0.464
C -0.547 -1.712 0.176 -0.763
H 1.082 1.140 2.158 0.448
H -0.141 -2.904 1.869 0.305
H 0.971 -1.161 3.136 0.353
H -0.897 -2.485 -0.485 0.361
C -0.389 -0.396 -0.382 1.147
C 0.169 0.682 0.302 0.627
H -0.304 2.784 0.190 0.275
H -1.431 -1.168 -2.008 0.338
C 0.451 2.055 -0.102 -1.008
C -0.129 -1.879 1.487 -0.458
S -0.575 0.972 -4.328 -0.317
C 0.515 -0.900 2.182 -0.710
C -0.792 -0.329 -1.888 -0.450
```

Results
spin multiplicity = 1
SMILES string = Cc1ccccc1C=C=S
charge = 0
LUMO energy = -0.362 eV
energy above the lowest of the compared OMol25 structures with the same formula, charge and spin = 14.13 kcal per mole